Record 1
Formula: C5H16N2OP
Source: OMol25
Level of theory: the ωB97M-V functional and the def2-TZVPD basis

Geometry as XYZ:
```
25
Properties=species:S:1:pos:R:3:forces:R:3:lowdin_charge:R:1
C -1.60564 -1.88408 0.95372 -0.684 3.792 2.101 -0.049
C -0.74480 -1.48123 -1.23135 0.532 2.072 1.664 0.002
C -0.93256 1.77254 -0.39605 2.069 3.664 2.016 0.060
C 1.26649 1.96181 0.86159 0.918 1.535 -1.085 -0.004
C 0.02294 -0.15687 0.78424 0.275 -1.590 -2.770 -0.187
N -0.96365 -0.89293 0.12903 1.329 0.306 0.640 -0.239
N 0.33116 1.07659 0.09721 -1.165 2.688 1.430 -0.167
O 2.66676 -0.23908 -1.16495 0.679 -0.834 -0.191 -0.521
P 2.68708 -0.97551 0.37002 0.006 -0.639 -0.868 0.850
H -1.01119 -2.66252 1.24649 1.779 -2.431 0.134 0.068
H -1.81201 -1.36156 1.94176 -0.727 -0.769 -1.184 0.126
H -2.41254 -2.13977 0.34333 -1.851 -0.966 0.108 0.086
H -0.93881 -2.48461 -1.04023 -0.413 -1.941 -0.486 0.061
H -1.51174 -1.04716 -1.89654 1.066 -0.208 -0.315 0.114
H 0.34422 -1.42401 -1.35564 -0.387 0.354 -1.199 0.071
H -0.89036 2.85983 -0.70557 1.123 -1.223 0.260 0.142
H -1.25118 1.24785 -1.16682 -1.699 -2.476 -3.424 0.038
H -1.62172 1.80768 0.37062 -1.505 -0.448 1.703 0.088
H 1.06927 2.98337 0.52808 -0.622 -0.013 0.503 0.101
H 1.09642 1.83485 1.91128 0.141 0.026 0.460 0.099
H 2.35073 1.96283 0.55695 -1.074 -1.300 0.406 0.111
H -0.12555 0.12866 1.76812 -0.492 -0.374 2.123 0.099
H 0.77019 0.87801 -0.71391 2.316 -1.163 -3.600 0.069
H 3.22732 -0.70281 -1.85004 -0.957 0.695 1.085 0.078
H 2.93771 -2.38825 -0.11069 -0.658 1.242 0.492 -0.095
```
Positions in Å, forces in eV/Å.

Its spin multiplicity is 1. As for the electronic energy: -725.8031 a.u. The HOMO-LUMO gap (alpha / beta) is 7.3789 / 7.5515 eV. The calculation puts the strongest force on any atom at 4.7 eV Å⁻¹. As for the net charge: +1. Its highest occupied orbital energy (alpha / beta) is -11.329 / -11.358 eV. The calculation puts the molar mass at 151.17 g mol⁻¹.

Record 2
Formula: C5H16N2OS
Source: OMol25
Level of theory: the ωB97M-V functional and the def2-TZVPD basis

Geometry as XYZ:
```
25
Properties=species:S:1:pos:R:3:forces:R:3:lowdin_spin:R:1
C 1.08605 0.52848 -1.97041 1.422 0.128 -0.138 0.014
N -0.04016 1.39321 -1.80827 -1.322 0.287 0.980 0.008
C -1.09609 0.83389 -0.93703 0.571 -0.087 -0.713 0.013
C -1.09138 1.34310 0.52182 -1.183 -0.532 -0.670 0.042
S -1.98615 0.11972 1.57804 0.079 1.287 0.506 0.542
C 1.97687 0.50133 -0.65868 -1.533 -0.664 -0.793 0.022
N 1.78926 -0.79106 0.05142 0.901 1.877 -0.569 0.228
C 1.63929 -0.72280 1.48551 0.519 -0.601 -0.393 0.039
H 1.74639 0.91419 -2.75415 -0.330 0.211 -0.008 0.000
H 0.82836 -0.48933 -2.31611 0.029 0.058 0.469 0.000
H -0.52308 1.64572 -2.65828 0.643 0.051 -0.324 0.000
H -2.04055 1.10172 -1.42337 -0.037 -0.188 0.472 0.000
H -0.99980 -0.25455 -0.93804 -0.177 -0.037 0.071 0.003
H -1.79502 2.17302 0.58008 0.283 0.267 0.239 0.001
H -0.12237 1.65594 0.90384 -0.048 -0.255 0.181 0.011
H -1.43730 -1.05618 1.31952 0.634 -0.560 -0.687 0.015
H 1.70415 1.35851 -0.04781 -0.085 -0.133 0.144 0.001
H 3.00527 0.65301 -0.96386 0.352 -0.271 0.082 0.008
H 2.52131 -1.36332 -0.36185 -0.300 -0.745 0.850 0.007
H 1.66094 -1.73087 1.89843 0.012 0.061 0.128 0.000
H 0.67856 -0.25622 1.76817 0.229 -0.035 -0.107 0.008
H 2.46921 -0.15017 1.91670 -0.235 0.130 0.273 0.020
H -0.73646 -2.58281 -0.88046 0.217 -0.225 -0.007 0.000
H 0.46764 -2.62258 0.10363 0.651 -0.223 -0.296 0.000
O -0.45683 -2.43126 0.02731 -1.292 0.200 0.309 0.018
```
Positions in Å, forces in eV/Å.

Its spin multiplicity is 2. Its expectation value of S² is 0.756. As for the electronic energy: -782.6707 a.u. The HOMO-LUMO gap (alpha / beta) is 10.3508 / 3.6894 eV. The calculation puts the strongest force on any atom at 2.2 eV Å⁻¹. As for the net charge: +1. Its highest occupied orbital energy (alpha / beta) is -12.890 / -12.205 eV. The calculation puts the molar mass at 152.26 g mol⁻¹.

Record 3
Formula: C5H16N3
Source: OMol25
Level of theory: the ωB97M-V functional and the def2-TZVPD basis

Geometry as XYZ:
```
24
Properties=species:S:1:pos:R:3:forces:R:3:lowdin_charge:R:1
C -2.02259 -2.00833 -0.21516 -0.114 0.194 -0.154 -0.053
C -1.94495 -0.50251 -0.37255 -0.075 -0.080 -0.054 -0.197
N -2.96855 -0.03120 -1.37922 0.089 -0.057 0.050 -0.009
C -3.01912 1.45276 -1.55023 -0.035 -0.047 -0.060 0.016
H -1.79796 -2.50436 -1.15961 0.062 -0.077 0.015 0.092
H -1.29448 -2.33431 0.52403 -0.032 -0.026 0.010 0.089
H -3.01840 -2.31784 0.10795 0.069 -0.039 0.100 0.091
H -2.15578 0.03206 0.55137 -0.012 -0.007 0.028 0.135
H -0.97963 -0.17754 -0.75174 0.055 0.036 0.012 0.118
H -3.88663 -0.37975 -1.09784 -0.016 0.017 -0.004 0.181
H -2.76216 -0.47670 -2.27606 -0.048 0.029 0.012 0.183
H -3.26278 1.90040 -0.59147 0.018 0.011 0.005 0.109
H -3.78140 1.69775 -2.28458 0.008 0.015 0.002 0.109
H -2.04529 1.78978 -1.89276 0.005 0.024 0.022 0.110
C 1.11033 -0.06542 1.37092 0.273 0.116 0.119 -0.135
N 2.52050 0.18181 1.60111 -0.117 -0.193 -0.205 -0.073
C 3.27431 0.69417 0.56399 0.067 -0.004 0.151 -0.353
N 4.50126 0.41502 0.42633 -0.137 0.126 -0.148 0.081
H 0.64095 -0.31974 2.31870 -0.090 -0.031 0.001 0.084
H 0.64838 0.85294 1.00392 -0.046 0.001 -0.030 0.070
H 0.93316 -0.87625 0.65114 -0.061 -0.011 -0.004 0.068
H 3.00434 -0.56648 2.08032 0.048 0.081 0.057 0.127
H 2.71939 1.38773 -0.07683 -0.038 -0.002 0.015 0.118
H 4.88580 0.94931 -0.34790 0.127 -0.077 0.060 0.040
```
Positions in Å, forces in eV/Å.

Its spin multiplicity is 1. As for the electronic energy: -364.1053 a.u. The HOMO-LUMO gap is 7.8911 eV. The calculation puts the strongest force on any atom at 0.3 eV Å⁻¹. As for the net charge: +1. Its highest occupied orbital energy is -11.476 eV. The calculation puts the molar mass at 118.20 g mol⁻¹.

Record 4
Formula: C5H16N3
Source: OMol25
Level of theory: the ωB97M-V functional and the def2-TZVPD basis

Geometry as XYZ:
```
24
Properties=species:S:1:pos:R:3:forces:R:3:lowdin_charge:R:1
C -2.27881 -0.11352 -1.58858 0.009 0.351 0.661 0.004
C -1.79657 1.07771 -1.23179 0.165 -0.083 -0.471 -0.255
N -1.17348 1.39505 -0.00926 0.034 -0.181 -0.045 -0.138
C -1.38701 2.77947 0.44980 -0.202 -0.096 0.338 -0.077
H -2.31111 -0.90297 -0.84284 -0.171 -0.151 -0.166 0.061
H -2.77809 -0.24845 -2.53421 0.182 -0.122 -0.097 0.062
H -1.73521 1.88536 -1.95527 -0.218 0.072 0.072 0.121
H -1.47065 0.76404 0.73053 -0.072 -0.013 -0.120 0.125
H -0.79795 2.93470 1.34974 0.082 0.136 -0.052 0.084
H -1.11334 3.51193 -0.30403 0.216 -0.144 -0.112 0.086
H -2.43758 2.94278 0.69914 -0.003 0.035 -0.006 0.091
N 0.96727 -0.36153 -0.99383 -0.327 -0.495 0.297 0.171
C 1.25235 -1.59658 -0.16517 0.247 0.658 -0.059 -0.141
C 1.82126 -1.15747 1.17055 -0.218 -0.541 0.462 -0.282
N 2.26337 -2.36635 1.87856 -0.247 0.581 -0.057 0.011
H 0.37531 0.33459 -0.46662 0.329 0.140 -0.134 0.108
H 1.84450 0.04157 -1.30261 0.065 0.362 0.010 0.164
H 0.41148 -0.59042 -1.81355 -0.079 -0.049 -0.243 0.139
H 0.31944 -2.14692 -0.07999 0.028 -0.097 0.038 0.130
H 2.01155 -2.18248 -0.67685 -0.193 -0.136 -0.149 0.134
H 2.67717 -0.50099 1.00727 0.086 -0.051 -0.025 0.124
H 1.07821 -0.58840 1.74669 -0.026 0.120 -0.181 0.114
H 2.81143 -2.06950 2.67684 0.117 -0.233 0.051 0.081
H 1.44647 -2.84161 2.25547 0.193 -0.063 -0.013 0.082
```
Positions in Å, forces in eV/Å.

Its spin multiplicity is 1. As for the electronic energy: -364.1093 a.u. The HOMO-LUMO gap is 9.7168 eV. The calculation puts the strongest force on any atom at 0.7 eV Å⁻¹. As for the net charge: +1. Its highest occupied orbital energy is -12.675 eV. The calculation puts the molar mass at 118.20 g mol⁻¹.

Record 5
Formula: C5H16N3
Source: OMol25
Level of theory: the ωB97M-V functional and the def2-TZVPD basis

Geometry as XYZ:
```
24
Properties=species:S:1:pos:R:3:forces:R:3:lowdin_charge:R:1
C 0.38105 -1.72710 2.63380 -0.124 0.001 -0.569 -0.080
C -0.39326 -2.42115 1.51296 -0.149 0.011 0.573 -0.275
C 0.03227 -2.50786 -0.78381 -0.068 0.652 0.347 0.032
N -0.21282 -1.77362 0.21985 0.256 -0.287 -0.058 -0.082
H 0.21016 -2.26465 3.56056 0.061 0.030 0.137 0.082
H 1.44607 -1.72092 2.40565 0.041 0.008 0.118 0.081
H 0.04072 -0.69810 2.76195 0.045 0.021 0.107 0.057
H -1.46276 -2.36569 1.73837 0.022 -0.107 0.010 0.122
H -0.10965 -3.47600 1.48891 -0.061 -0.031 -0.200 0.114
H 0.12804 -3.58646 -0.68735 0.029 -0.075 -0.173 0.096
H 0.14353 -2.01422 -1.74253 0.066 -0.272 -0.176 0.080
C 0.71061 2.37322 -0.94106 -0.077 0.319 -0.348 -0.280
N 0.78539 3.16031 -2.17258 0.107 -0.298 0.428 0.016
C -0.57802 1.58106 -0.98640 -0.143 -0.580 0.595 -0.148
N -0.80563 0.88225 0.34206 0.012 0.446 0.211 0.140
H 0.68025 3.07448 -0.10392 -0.047 -0.033 0.059 0.122
H 1.56317 1.70382 -0.78333 0.016 -0.054 0.063 0.120
H 1.45656 3.89719 -2.04110 0.105 0.419 -0.007 0.076
H 1.16871 2.59562 -2.91236 -0.020 -0.199 -0.361 0.076
H -0.53117 0.77635 -1.71808 -0.093 0.152 -0.192 0.123
H -1.43918 2.21326 -1.17613 0.083 0.120 -0.141 0.130
H -1.79885 0.79077 0.54667 -0.101 -0.094 -0.193 0.157
H -0.40502 -0.13018 0.34706 -0.121 0.119 -0.089 0.089
H -0.44203 1.46246 1.10471 0.161 -0.267 -0.141 0.152
```
Positions in Å, forces in eV/Å.

Its spin multiplicity is 1. As for the electronic energy: -364.1174 a.u. The HOMO-LUMO gap is 10.4671 eV. The calculation puts the strongest force on any atom at 0.8 eV Å⁻¹. As for the net charge: +1. Its highest occupied orbital energy is -13.330 eV. The calculation puts the molar mass at 118.20 g mol⁻¹.